Entry 1:
Entry from the OMol25 dataset: an isolated molecule of H5NO2Si at a distorted geometry (the ωB97M-V functional and the def2-TZVPD basis).

Last column: Mulliken charge in e.
Element x y z (Å)
N  1.36  -0.31  -0.25  -0.561
O  -0.74  1.43  -0.15  -0.481
O  -1.46  -1.02  -0.22  -0.500
Si  -0.25  -0.03  0.36  0.518
H  1.39  -0.63  -1.26  0.247
H  1.94  -1.06  -0.01  0.247
H  -0.30  2.16  0.40  0.317
H  -2.05  -0.37  -0.70  0.334
H  0.11  -0.15  1.84  -0.122

HOMO energy = -10.26 eV
Charge = 0
Molar mass = 79.131 g mol⁻¹
SMILES = N[SiH](O)O

---

Entry 2:
Entry from the OMol25 dataset: a structure of composition H5O2 at a distorted geometry (the ωB97M-V functional and the def2-TZVPD basis).

Last column: Mulliken charge in e.
Element x y z (Å)
O  0.08  0.87  0.89  -0.598
H  0.66  1.64  0.78  0.405
H  0.44  0.38  1.65  0.408
O  -0.19  -0.73  -0.87  -0.471
H  -0.68  -0.51  -1.68  0.407
H  -0.32  -1.68  -0.72  0.396
H  0.00  0.03  -0.05  0.452

HOMO energy = -19.41 eV
Charge = +1
Molar mass = 37.038 g mol⁻¹

---

Entry 3:
Entry from the OMol25 dataset: a cluster of 2 separate species, H5O2 in total at a distorted geometry (the ωB97M-V functional and the def2-TZVPD basis).

Last column: Mulliken charge in e.
Element x y z (Å)
O  -1.00  -0.71  -0.12  -0.661
H  -0.85  -1.59  -0.48  0.390
H  -1.71  -0.17  -0.52  0.387
O  1.04  0.70  0.10  -0.477
H  1.60  0.39  0.84  0.475
H  0.63  1.45  0.58  0.448
H  0.24  -0.06  0.14  0.438

HOMO energy = -18.60 eV
Charge = +1
Molar mass = 37.038 g mol⁻¹

---

Entry 4:
Entry from the OMol25 dataset: a cluster of 3 separate species, H5O2S in total at a distorted geometry (the ωB97M-V functional and the def2-TZVPD basis).

Last column: Mulliken charge in e.
Element x y z (Å)
S  0.64  0.81  -0.56  -0.927
H  -0.51  1.43  -0.32  -0.023
H  -0.95  -0.85  -1.65  0.310
H  0.13  -0.69  -2.41  0.301
O  -0.74  -1.13  -2.55  -0.636
H  1.07  0.05  2.07  0.316
H  -0.27  0.28  2.52  0.307
O  0.61  0.11  2.91  -0.648

HOMO energy = -3.49 eV
Charge = -1
Molar mass = 69.105 g mol⁻¹

---

Entry 5:
Entry from the OMol25 dataset: a structure of composition H5O3 at a distorted geometry (the ωB97M-V functional and the def2-TZVPD basis).

Last column: Mulliken charge in e.
Element x y z (Å)
O  1.35  -1.01  0.30  -0.870
H  1.89  -0.33  -0.12  0.241
O  -0.83  0.80  -1.48  -0.715
H  -1.07  0.81  -0.53  0.393
H  -0.32  -0.02  -1.51  0.312
O  -0.47  0.41  1.19  -1.011
H  0.52  -0.31  0.76  0.406
H  -1.05  -0.35  1.38  0.244

HOMO energy = -4.16 eV
Charge = -1
Molar mass = 53.037 g mol⁻¹

---

Entry 6:
Entry from the OMol25 dataset: a cluster of 3 separate species, H5O3 in total at a distorted geometry (the ωB97M-V functional and the def2-TZVPD basis).

Last column: Mulliken charge in e.
Element x y z (Å)
O  -0.62  0.60  0.00  -1.092
H  -1.38  0.49  -0.60  0.177
O  1.83  1.08  -0.96  -0.763
H  1.26  1.72  -1.44  0.249
H  0.89  0.90  -0.38  0.443
O  -1.09  -1.73  0.94  -0.704
H  -0.81  -2.01  1.81  0.262
H  -0.98  -0.74  0.78  0.428

HOMO energy = -4.09 eV
Charge = -1
Molar mass = 53.037 g mol⁻¹

---

Entry 7:
Entry from the OMol25 dataset: a cluster of 3 separate species, H5OS2 in total at a distorted geometry (the ωB97M-V functional and the def2-TZVPD basis).

Last column: Mulliken charge in e.
Element x y z (Å)
O  -2.58  1.10  1.46  -0.506
H  -2.80  1.69  0.68  0.356
H  -2.00  0.34  1.22  0.322
H  0.94  -0.09  -0.63  0.061
S  -0.69  -1.22  -0.02  0.048
S  2.08  0.69  -0.76  0.121
H  -0.45  -2.03  0.94  0.314
H  2.81  -0.30  -1.40  0.285

HOMO energy = -15.25 eV
Charge = +1
Molar mass = 85.173 g mol⁻¹

---

Entry 8:
Entry from the OMol25 dataset: a cluster of 33 separate species, H66O33 in total at a distorted geometry (the ωB97M-V functional and the def2-TZVPD basis).

Last column: Mulliken charge in e.
Element x y z (Å)
O  2.87  5.50  2.46  -0.577
H  3.34  4.89  3.09  0.352
H  3.51  6.22  2.34  0.267
O  -1.65  -2.99  -3.29  -0.792
H  -0.90  -2.35  -3.45  0.442
H  -2.24  -2.63  -2.64  0.261
O  4.32  -1.04  2.50  -0.675
H  5.01  -0.49  2.90  0.286
H  3.58  -0.39  2.49  0.572
O  -1.57  -4.51  0.27  -0.757
H  -1.69  -4.84  -0.65  0.306
H  -2.51  -4.42  0.56  0.443
O  -3.58  -0.32  -4.96  -0.767
H  -3.72  -0.14  -4.03  0.379
H  -3.60  -1.32  -4.90  0.345
O  1.80  -0.04  -1.61  -0.641
H  1.86  -1.01  -1.30  0.317
H  1.03  0.10  -2.19  0.194
O  -1.19  -5.25  -2.39  -0.738
H  -1.34  -4.35  -2.78  0.541
H  -1.86  -5.75  -2.84  0.277
O  0.91  1.58  5.29  -0.648
H  0.68  1.98  4.46  0.388
H  1.82  1.26  5.25  0.319
O  -4.30  -1.28  -2.15  -0.665
H  -3.90  -0.47  -1.81  0.518
H  -5.13  -1.46  -1.63  0.280
O  2.61  1.18  2.44  -0.709
H  3.07  1.19  1.56  0.568
H  1.69  1.26  2.20  0.036
O  0.01  -1.28  1.97  -0.604
H  0.69  -0.67  1.65  0.128
H  0.45  -2.14  2.15  0.199
O  -4.17  -1.24  2.93  -0.725
H  -3.28  -0.85  3.14  0.508
H  -4.59  -0.45  2.46  0.322
O  -1.86  2.60  0.79  -0.571
H  -2.16  1.99  0.10  0.341
H  -1.91  3.50  0.58  0.288
O  3.42  3.20  4.31  -0.723
H  3.27  2.37  3.83  0.248
H  2.54  3.41  4.68  0.357
O  2.21  -4.65  -2.70  -0.713
H  1.39  -4.19  -3.04  0.297
H  1.79  -5.41  -2.25  0.334
O  -0.19  -4.44  2.79  -0.628
H  -0.78  -4.33  3.55  0.278
H  -0.71  -4.67  1.98  0.349
O  -2.74  0.73  -1.01  -1.075
H  -2.17  0.96  -1.78  0.370
H  -2.50  -0.23  -0.91  0.367
O  -1.66  5.40  0.31  -0.661
H  -2.07  6.23  0.10  0.240
H  -1.00  5.50  1.02  0.426
O  2.42  -2.55  -0.86  -0.517
H  2.44  -2.92  0.02  0.182
H  2.55  -3.29  -1.53  0.394
O  2.24  3.75  -0.25  -0.857
H  2.44  4.32  0.50  0.403
H  1.50  3.17  0.02  0.216
O  3.90  1.53  0.18  -0.681
H  3.61  2.41  -0.07  0.385
H  3.57  1.04  -0.60  0.251
O  0.22  5.02  2.02  -0.658
H  0.26  4.30  2.63  0.258
H  1.10  5.09  1.68  0.181
O  2.40  -3.14  2.02  -0.526
H  3.12  -2.93  2.63  0.214
H  2.05  -3.95  2.34  0.224
O  -0.24  2.20  2.96  -0.557
H  -0.76  1.54  3.47  0.327
H  -0.88  2.38  2.21  0.110
O  -0.64  1.57  -2.79  -0.505
H  -0.90  1.52  -3.75  0.269
H  -0.46  2.49  -2.58  0.321
O  0.33  -1.15  -4.11  -0.522
H  1.21  -1.53  -4.28  0.265
H  0.02  -0.59  -4.83  0.220
O  -1.25  0.85  -5.36  -0.802
H  -2.07  0.32  -5.18  0.485
H  -1.61  1.45  -6.11  0.286
O  -3.98  -3.59  0.99  -0.631
H  -4.70  -4.10  1.37  0.241
H  -3.84  -2.79  1.51  0.368
O  -1.77  -0.10  3.49  -0.846
H  -1.04  -0.64  3.15  0.462
H  -1.80  -0.19  4.45  0.362
O  0.80  1.34  0.50  1.549
H  -0.16  1.40  0.37  -0.438
H  1.32  0.91  -0.23  0.036
O  -1.51  -1.71  -0.82  -0.044
H  -0.82  -1.33  -0.33  0.031
H  -1.63  -2.63  -0.53  0.200
O  3.32  -1.77  -3.74  -0.641
H  3.27  -1.20  -2.95  0.308
H  4.24  -1.62  -4.07  0.285
O  -0.36  4.45  -2.20  -0.702
H  0.30  4.52  -1.56  0.282
H  -1.12  4.69  -1.64  0.336

HOMO energy = -10.93 eV
Charge = 0
Molar mass = 594.495 g mol⁻¹

---

Relative energy (zero: lowest compared OMol25 entry of this formula, charge and spin), respectively: 0.513, 0.053, 0.390, 0.255, 0.184, 0.587, 4.812, 0.379 eV.
Orbital gap, respectively: 10.9, 15.1, 14.0, 7.9, 9.4, 8.9, 4.3, 11.0 eV.